# C41H41Br4N4O6Ru

C41H41Br4N4O6Ru as an isolated structure (ωB97M-V with the def2-TZVPD basis set, the OMol25 dataset).

```
! RIJCOSX wB97M-V def2-TZVPD def2/J DEFGRID3
* xyz -1 5
Ru -0.317 0.132 0.391
C 2.574 -4.730 0.483
C 1.274 -3.996 0.835
C 0.632 -4.610 2.082
C 0.313 -3.971 -0.347
C -0.281 -5.158 -0.760
C -1.201 -5.180 -1.793
C -1.547 -3.995 -2.424
C -0.965 -2.787 -2.053
C -1.318 -1.500 -2.773
C -0.266 -1.185 -3.841
C -2.724 -1.498 -3.371
C -0.021 -2.782 -1.014
N 0.580 -1.555 -0.588
C 1.932 -1.477 -0.685
O 2.687 -2.177 -1.344
C 2.508 -0.445 0.245
C 3.847 -0.245 0.469
C 4.222 0.723 1.393
C 3.255 1.470 2.050
C 1.937 1.217 1.764
N 1.599 0.257 0.906
C 0.771 1.960 2.362
O 0.951 2.830 3.195
N -0.417 1.514 1.869
C -1.646 2.025 2.405
C -2.359 1.292 3.374
C -3.584 1.793 3.804
C -4.085 2.989 3.305
C -3.363 3.698 2.363
C -2.140 3.227 1.896
C -1.354 4.023 0.865
C -0.774 5.292 1.501
C -2.192 4.354 -0.371
C -1.790 0.018 3.981
C -2.857 -0.959 4.471
C -0.826 0.356 5.126
H 3.269 -4.714 1.331
H 3.058 -4.269 -0.378
H 2.359 -5.777 0.240
H 1.515 -2.967 1.091
H 0.439 -5.679 1.946
H -0.314 -4.114 2.304
H 1.299 -4.496 2.944
H -0.028 -6.088 -0.256
H -1.668 -6.113 -2.090
H -2.287 -4.013 -3.217
H -1.287 -0.695 -2.058
H -0.240 -1.984 -4.591
H 0.731 -1.102 -3.398
H -0.505 -0.240 -4.345
H -2.794 -2.156 -4.245
H -2.981 -0.482 -3.679
H -3.470 -1.825 -2.636
H 4.559 -0.840 -0.086
H 5.271 0.907 1.591
H 3.491 2.251 2.760
H -4.160 1.248 4.544
H -5.044 3.361 3.651
H -3.765 4.631 1.975
H -0.523 3.402 0.536
H -1.579 5.978 1.788
H -0.119 5.812 0.793
H -0.195 5.042 2.391
H -3.105 4.895 -0.104
H -2.480 3.442 -0.902
H -1.617 4.990 -1.053
H -1.226 -0.492 3.213
H -3.370 -0.578 5.360
H -2.392 -1.912 4.740
H -3.608 -1.155 3.702
H -1.382 0.791 5.964
H -0.071 1.083 4.819
H -0.318 -0.547 5.482
Br -7.400 -0.614 -0.155
C -5.604 -1.051 0.199
C -5.267 -2.355 0.700
Br -6.625 -3.639 0.947
C -3.968 -2.675 0.999
Br -3.480 -4.338 1.726
C -2.908 -1.726 0.810
O -1.716 -1.917 1.122
C -3.260 -0.426 0.231
O -2.330 0.390 0.013
C -4.623 -0.114 -0.019
Br -4.975 1.611 -0.674
O -1.805 1.612 -2.539
C -0.716 2.101 -2.312
C -0.198 3.312 -3.088
C 1.189 3.547 -2.522
C 1.362 2.429 -1.496
O 2.397 2.297 -0.861
N 0.231 1.649 -1.396
H -0.889 4.142 -2.940
H -0.201 3.069 -4.150
H 1.298 4.499 -2.001
H 1.986 3.482 -3.261
*
```

## Properties
Kohn-Sham gap (alpha / beta) = 0.273 / 0.234 hartree
lowest unoccupied orbital energy (alpha / beta) = 2.08 / 0.57 eV
HOMO energy (alpha / beta) = -5.34 / -5.80 eV
E_tot = -344185.5549 eV
expectation value of S² = 6.035

Löwdin population analysis, charges in e, atoms 1 to 4: Ru 1.57; C -0.06; C -0.36; C -0.07